Record 1
# C26H54BrN2O5P

A cluster of 6 separate species, C26H54BrN2O5P in total at a distorted geometry (the ωB97M-V functional and the def2-TZVPD basis, OMol25).

Summary:
E_HOMO: -0.28542 hartree
energy: -120380.744 eV
charge: 0
orbital gap: 0.303 Ha

Last columns: bonded neighbours and bond lengths (Å).
Atoms and positions in Å:
1 H 0.413 -0.401 -4.248  N2 1.063
2 N -0.332 0.012 -3.612  H1 1.063, C3 1.377
3 C -0.052 -0.327 -2.308  N2 1.377, C4 1.654, H12 1.184
4 C 1.277 -1.242 -1.944  C3 1.654, P5 1.909, H13 1.193, H14 1.180
5 P 2.938 -0.465 -2.474  C4 1.909, C6 1.908, C8 1.938
6 C 3.577 -1.125 -4.146  P5 1.908, N7 1.511, H15 1.186, H16 1.186
7 N 2.850 -2.333 -4.690  C6 1.511, H17 1.043, H18 1.043
8 C 2.589 1.413 -2.799  P5 1.938, Br9 2.040, C10 1.643, H19 1.194
9 Br 4.367 2.193 -3.427  C8 2.040
10 C 2.201 2.253 -1.441  C8 1.643, C11 1.642, H20 1.194, H21 1.178
11 C 3.211 1.868 -0.205  C10 1.642, H22 1.187, H23 1.174, H24 1.188
12 H -0.771 0.033 -1.438  C3 1.184
13 H 1.268 -1.359 -0.757  C4 1.193
14 H 1.106 -2.327 -2.375  C4 1.180
15 H 3.498 -0.277 -4.971  C6 1.186
16 H 4.726 -1.389 -4.019  C6 1.186
17 H 3.340 -3.233 -4.495  N7 1.043
18 H 1.838 -2.355 -4.438  N7 1.043
19 H 1.804 1.565 -3.686  C8 1.194
20 H 2.342 3.415 -1.678  C10 1.194
21 H 1.094 1.997 -1.130  C10 1.178
22 H 4.216 1.343 -0.556  C11 1.187
23 H 2.675 1.199 0.597  C11 1.174
24 H 3.516 2.869 0.358  C11 1.188
25 C 4.280 -5.627 -0.502  C26 1.507, C29 1.513, H30 1.093, H31 1.097
26 C 3.965 -4.545 0.499  C25 1.507, C27 1.513, H32 1.096, H33 1.093
27 C 4.116 -3.290 -0.333  C26 1.513, O28 1.434, H34 1.095, H35 1.094
28 O 3.765 -3.638 -1.679  C27 1.434, C29 1.434
29 C 3.679 -5.067 -1.773  C25 1.513, O28 1.434, H36 1.095, H37 1.093
30 H 3.874 -6.605 -0.234  C25 1.093
31 H 5.367 -5.724 -0.614  C25 1.097
32 H 2.928 -4.646 0.839  C26 1.096
33 H 4.615 -4.556 1.377  C26 1.093
34 H 5.154 -2.939 -0.338  C27 1.095
35 H 3.474 -2.476 0.016  C27 1.094
36 H 2.620 -5.332 -1.861  C29 1.095
37 H 4.201 -5.409 -2.671  C29 1.093
38 C 0.207 4.611 2.529  C39 1.507, C42 1.513, H43 1.093, H44 1.097
39 C 1.148 5.757 2.799  C38 1.507, C40 1.513, H45 1.096, H46 1.093
40 C 2.497 5.073 2.766  C39 1.513, O41 1.434, H47 1.095, H48 1.094
41 O 2.384 3.973 1.853  C40 1.434, C42 1.434
42 C 0.997 3.778 1.544  C38 1.513, O41 1.434, H49 1.095, H50 1.093
43 H -0.765 4.923 2.140  C38 1.093
44 H 0.041 4.041 3.451  C38 1.097
45 H 1.080 6.491 1.988  C39 1.096
46 H 0.953 6.272 3.743  C39 1.093
47 H 2.761 4.667 3.748  C40 1.095
48 H 3.298 5.743 2.439  C40 1.094
49 H 0.833 4.119 0.515  C42 1.095
50 H 0.753 2.714 1.602  C42 1.093
51 C -3.090 -1.285 -4.331  C52 1.507, C55 1.513, H56 1.093, H57 1.097
52 C -4.576 -1.242 -4.578  C51 1.507, C53 1.513, H58 1.096, H59 1.093
53 C -4.845 -2.623 -5.135  C52 1.513, O54 1.434, H60 1.095, H61 1.094
54 O -3.883 -3.506 -4.541  C53 1.434, C55 1.434
55 C -2.885 -2.715 -3.881  C51 1.513, O54 1.434, H62 1.095, H63 1.093
56 H -2.745 -0.553 -3.596  C51 1.093
57 H -2.553 -1.108 -5.270  C51 1.097
58 H -5.106 -1.113 -3.627  C52 1.096
59 H -4.887 -0.441 -5.253  C52 1.093
60 H -4.698 -2.649 -6.220  C53 1.095
61 H -5.856 -2.975 -4.911  C53 1.094
62 H -3.039 -2.817 -2.801  C55 1.095
63 H -1.890 -3.095 -4.129  C55 1.093
64 C -6.421 -2.098 0.235  C65 1.507, C68 1.513, H69 1.093, H70 1.097
65 C -6.312 -0.751 -0.431  C64 1.507, C66 1.513, H71 1.096, H72 1.093
66 C -4.842 -0.432 -0.262  C65 1.513, O67 1.434, H73 1.095, H74 1.094
67 O -4.143 -1.684 -0.259  C66 1.434, C68 1.434
68 C -5.103 -2.742 -0.137  C64 1.513, O67 1.434, H75 1.095, H76 1.093
69 H -7.286 -2.680 -0.091  C64 1.093
70 H -6.481 -1.971 1.322  C64 1.097
71 H -6.555 -0.842 -1.496  C65 1.096
72 H -6.966 0.009 0.005  C65 1.093
73 H -4.650 0.062 0.696  C66 1.095
74 H -4.457 0.204 -1.065  C66 1.094
75 H -5.168 -3.247 -1.107  C68 1.095
76 H -4.763 -3.464 0.610  C68 1.093
77 C 0.376 2.064 7.465  C78 1.507, C81 1.513, H82 1.093, H83 1.097
78 C 0.061 3.145 8.466  C77 1.507, C79 1.513, H84 1.096, H85 1.093
79 C 0.212 4.400 7.634  C78 1.513, O80 1.434, H86 1.095, H87 1.094
80 O -0.139 4.052 6.288  C79 1.434, C81 1.434
81 C -0.225 2.624 6.194  C77 1.513, O80 1.434, H88 1.095, H89 1.093
82 H -0.030 1.085 7.733  C77 1.093
83 H 1.462 1.966 7.353  C77 1.097
84 H -0.977 3.045 8.806  C78 1.096
85 H 0.711 3.134 9.344  C78 1.093
86 H 1.249 4.751 7.629  C79 1.095
87 H -0.430 5.214 7.983  C79 1.094
88 H -1.284 2.358 6.106  C81 1.095
89 H 0.296 2.281 5.296  C81 1.093


Record 2
# C26H54Cl2FN6O11S4

A cluster of 3 separate species, C26H54Cl2FN6O11S4 in total at a distorted geometry (the ωB97M-V functional and the def2-TZVPD basis, OMol25).

Summary:
E_HOMO: -0.42069 hartree
energy: -130394.568 eV
charge: +1
orbital gap: 0.322 Ha

Last columns: bonded neighbours and bond lengths (Å).
Atoms and positions in Å:
1 C -3.761 2.452 1.382  C2 1.532, H37 1.086, H38 1.087, H39 1.088
2 C -4.549 1.913 0.183  C1 1.532, N3 1.468, H40 1.085, H41 1.097
3 N -3.711 1.668 -0.997  C2 1.468, C4 1.462, C34 1.439
4 C -3.064 0.357 -0.976  N3 1.462, C5 1.555, H42 1.086, H43 1.096
5 C -1.755 0.389 -0.136  C4 1.555, N6 1.451, H44 1.084, H45 1.089
6 N -0.727 -0.475 -0.687  C5 1.451, C7 1.431, C27 1.453
7 C 0.278 0.138 -1.500  N6 1.431, F8 1.390, C9 1.546, C17 1.538
8 F -0.368 1.133 -2.224  C7 1.390
9 C 1.494 0.817 -0.831  C7 1.546, C10 1.525, H46 1.091, H47 1.089
10 C 1.288 1.344 0.585  C9 1.525, C11 1.555, H48 1.085, H49 1.081
11 C 2.303 2.472 0.925  C10 1.555, C12 1.529, H50 1.086, H51 1.086
12 C 2.843 2.309 2.345  C11 1.529, S13 1.793, H52 1.088, H53 1.087
13 S 1.584 2.647 3.576  C12 1.793, O14 1.430, O15 1.431, Cl16 2.043
14 O 1.522 1.591 4.537  S13 1.430
15 O 0.378 3.042 2.914  S13 1.431
16 Cl 2.305 4.302 4.534  S13 2.043
17 C 0.676 -0.867 -2.594  C7 1.538, C18 1.534, N20 1.523, H54 1.086
18 C 1.802 -0.368 -3.509  C17 1.534, N19 1.458, H55 1.086, H56 1.085
19 N 1.782 -0.924 -4.856  C18 1.458, H57 1.012, H58 1.011
20 N 0.913 -2.266 -2.039  C17 1.523, N21 1.440, C22 1.508, H59 1.017
21 N 2.124 -2.839 -2.565  N20 1.440, H60 1.008, H61 1.009
22 C 0.845 -2.359 -0.536  N20 1.508, C23 1.540, C27 1.542, H62 1.089
23 C 1.070 -3.796 -0.031  C22 1.540, C24 1.540, H63 1.082, H64 1.090
24 C 2.481 -4.005 0.548  C23 1.540, C25 1.533, H65 1.087, H66 1.087
25 C 2.555 -5.219 1.482  C24 1.533, Cl26 1.784, H67 1.084, H68 1.083
26 Cl 3.531 -6.534 0.774  C25 1.784
27 C -0.430 -1.703 0.031  N6 1.453, C22 1.542, C28 1.550, C30 1.568
28 C -1.652 -2.640 -0.142  C27 1.550, N29 1.482, H69 1.084, H70 1.083
29 N -1.955 -2.885 -1.572  C28 1.482, H71 1.012, H72 1.008
30 C -0.140 -1.473 1.555  C27 1.568, C31 1.523, H73 1.092, H74 1.085
31 C -0.938 -2.261 2.586  C30 1.523, C32 1.539, H75 1.088, H76 1.090
32 C -0.441 -1.903 3.998  C31 1.539, S33 1.807, H77 1.088, H78 1.085
33 S 1.164 -2.640 4.379  C32 1.807, H79 1.337
34 C -4.411 1.847 -2.242  N3 1.439, C35 1.511, O36 1.223
35 C -5.887 1.533 -2.326  C34 1.511, H80 1.085, H81 1.086, H82 1.087
36 O -3.801 2.229 -3.231  C34 1.223
37 H -4.311 3.258 1.857  C1 1.086
38 H -2.797 2.859 1.088  C1 1.087
39 H -3.569 1.683 2.126  C1 1.088
40 H -5.336 2.617 -0.068  C2 1.085
41 H -5.055 0.991 0.495  C2 1.097
42 H -2.755 0.115 -1.989  C4 1.086
43 H -3.742 -0.414 -0.593  C4 1.096
44 H -1.467 1.434 -0.130  C5 1.084
45 H -2.008 0.127 0.890  C5 1.089
46 H 2.363 0.158 -0.846  C9 1.091
47 H 1.769 1.655 -1.469  C9 1.089
48 H 1.481 0.552 1.301  C10 1.085
49 H 0.305 1.769 0.732  C10 1.081
50 H 1.792 3.429 0.884  C11 1.086
51 H 3.159 2.467 0.256  C11 1.086
52 H 3.175 1.290 2.536  C12 1.088
53 H 3.695 2.953 2.552  C12 1.087
54 H -0.211 -0.948 -3.217  C17 1.086
55 H 1.616 0.698 -3.606  C18 1.086
56 H 2.779 -0.492 -3.052  C18 1.085
57 H 1.101 -0.423 -5.413  N19 1.012
58 H 1.469 -1.885 -4.871  N19 1.011
59 H 0.165 -2.859 -2.391  N20 1.017
60 H 1.982 -3.807 -2.808  N21 1.008
61 H 2.877 -2.723 -1.904  N21 1.009
62 H 1.686 -1.766 -0.180  C22 1.089
63 H 0.375 -4.017 0.768  C23 1.082
64 H 0.915 -4.487 -0.859  C23 1.090
65 H 2.804 -3.131 1.107  C24 1.087
66 H 3.170 -4.198 -0.271  C24 1.087
67 H 1.575 -5.613 1.728  C25 1.084
68 H 3.044 -4.954 2.411  C25 1.083
69 H -1.497 -3.606 0.324  C28 1.084
70 H -2.517 -2.171 0.310  C28 1.083
71 H -1.573 -3.780 -1.850  N29 1.012
72 H -2.950 -2.957 -1.721  N29 1.008
73 H 0.908 -1.708 1.751  C30 1.092
74 H -0.280 -0.426 1.798  C30 1.085
75 H -0.825 -3.339 2.487  C31 1.088
76 H -2.003 -2.036 2.559  C31 1.090
77 H -0.400 -0.820 4.095  C32 1.088
78 H -1.181 -2.253 4.710  C32 1.085
79 H 0.732 -3.709 5.056  S33 1.337
80 H -6.078 0.941 -3.215  C35 1.085
81 H -6.267 0.981 -1.470  C35 1.086
82 H -6.439 2.464 -2.421  C35 1.087
83 C 0.635 0.026 -9.292  C84 1.515, O89 1.437, H90 1.091, H91 1.086
84 C -0.124 -1.262 -9.536  C83 1.515, O85 1.434, H92 1.086, H93 1.092
85 O 0.902 -2.260 -9.619  C84 1.434, S86 1.600
86 S 2.117 -1.878 -8.650  O85 1.600, O87 1.420, O88 1.412, O89 1.603
87 O 1.972 -2.583 -7.426  S86 1.420
88 O 3.316 -1.921 -9.395  S86 1.412
89 O 1.695 -0.352 -8.398  C83 1.437, S86 1.603
90 H 1.077 0.415 -10.211  C83 1.091
91 H 0.023 0.794 -8.827  C83 1.086
92 H -0.694 -1.248 -10.459  C84 1.086
93 H -0.783 -1.506 -8.699  C84 1.092
94 C 1.849 4.991 8.140  C95 1.515, O100 1.431, H101 1.092, H102 1.086
95 C 0.351 5.219 8.157  C94 1.515, O96 1.432, H103 1.086, H104 1.092
96 O 0.061 5.503 9.530  C95 1.432, S97 1.604
97 S 1.290 6.289 10.198  O96 1.604, O98 1.416, O99 1.415, O100 1.605
98 O 1.028 7.680 10.173  S97 1.416
99 O 1.649 5.617 11.390  S97 1.415
100 O 2.367 5.963 9.053  C94 1.431, S97 1.605
101 H 2.107 3.994 8.504  C94 1.092
102 H 2.283 5.144 7.156  C94 1.086
103 H -0.212 4.347 7.838  C95 1.086
104 H 0.068 6.083 7.552  C95 1.092


Record 3
# C26H54O16

A cluster of 11 separate species, C26H54O16 in total at a distorted geometry (the ωB97M-V functional and the def2-TZVPD basis, OMol25).

Summary:
E_HOMO: -0.36132 hartree
energy: -60595.338 eV
charge: 0
orbital gap: 0.379 Ha

Last columns: bonded neighbours and bond lengths (Å).
Atoms and positions in Å:
1 O 2.457 1.544 3.032  C2 1.157
2 C 3.087 2.365 2.515  O1 1.157, C3 1.482, O6 1.334
3 C 3.842 2.250 1.245  C2 1.482, C4 1.552, H7 1.101, H8 1.071
4 C 4.919 3.356 1.409  C3 1.552, C5 1.535, H9 1.089, H10 1.095
5 C 4.173 4.460 2.172  C4 1.535, O6 1.488, H11 1.126, H12 1.103
6 O 3.332 3.574 3.021  C2 1.334, C5 1.488
7 H 4.215 1.218 1.160  C3 1.101
8 H 3.164 2.519 0.461  C3 1.071
9 H 5.810 2.945 1.880  C4 1.089
10 H 5.207 3.675 0.401  C4 1.095
11 H 4.795 5.100 2.859  C5 1.126
12 H 3.452 5.067 1.600  C5 1.103
13 O -2.768 -1.947 -0.251  C14 1.213
14 C -3.598 -2.002 0.631  O13 1.213, C15 1.491, O18 1.306
15 C -4.739 -2.951 0.776  C14 1.491, C16 1.595, H19 1.107, H20 1.062
16 C -4.998 -2.940 2.350  C15 1.595, C17 1.605, H21 1.114, H22 1.114
17 C -4.504 -1.465 2.743  C16 1.605, O18 1.429, H23 1.074, H24 1.059
18 O -3.632 -1.182 1.647  C14 1.306, C17 1.429
19 H -5.598 -2.617 0.161  C15 1.107
20 H -4.602 -3.919 0.363  C15 1.062
21 H -6.010 -3.240 2.708  C16 1.114
22 H -4.233 -3.605 2.813  C16 1.114
23 H -5.283 -0.726 2.755  C17 1.074
24 H -3.944 -1.471 3.642  C17 1.059
25 O 2.504 -1.480 -4.156  C26 1.197
26 C 1.474 -1.914 -3.727  O25 1.197, C27 1.522, O30 1.327
27 C 0.621 -3.047 -4.280  C26 1.522, C28 1.512, H31 1.081, H32 1.153
28 C -0.609 -3.104 -3.402  C27 1.512, C29 1.486, H33 1.081, H34 1.072
29 C -0.341 -2.079 -2.360  C28 1.486, O30 1.417, H35 1.062, H36 1.100
30 O 0.850 -1.382 -2.684  C26 1.327, C29 1.417
31 H 0.470 -2.745 -5.306  C27 1.081
32 H 1.257 -4.010 -4.281  C27 1.153
33 H -1.454 -2.823 -4.015  C28 1.081
34 H -0.767 -4.019 -2.865  C28 1.072
35 H -1.132 -1.376 -2.271  C29 1.062
36 H -0.202 -2.413 -1.322  C29 1.100
37 O 0.624 2.843 -0.320  C38 1.192
38 C 0.090 2.014 0.350  O37 1.192, C39 1.498, O42 1.324
39 C 0.146 0.521 0.247  C38 1.498, C40 1.509, H43 1.086, H44 1.106
40 C -0.561 0.063 1.500  C39 1.509, C41 1.539, H45 1.110, H46 1.118
41 C -1.434 1.300 1.779  C40 1.539, O42 1.429, H47 1.077, H48 1.070
42 O -0.678 2.433 1.344  C38 1.324, C41 1.429
43 H -0.372 0.177 -0.643  C39 1.086
44 H 1.198 0.183 0.267  C39 1.106
45 H -1.203 -0.842 1.526  C40 1.110
46 H 0.139 -0.079 2.360  C40 1.118
47 H -2.434 1.231 1.387  C41 1.077
48 H -1.667 1.439 2.813  C41 1.070
49 O -0.731 -1.219 -6.198  C50 1.163
50 C -0.988 -0.276 -5.569  O49 1.163, C51 1.498, O54 1.341
51 C -0.209 0.984 -5.348  C50 1.498, C52 1.519, H55 1.129, H56 1.125
52 C -1.219 1.891 -4.665  C51 1.519, C53 1.506, H57 1.113, H58 1.058
53 C -2.103 0.887 -3.973  C52 1.506, O54 1.466, H59 1.080, H60 1.120
54 O -2.170 -0.213 -4.939  C50 1.341, C53 1.466
55 H 0.640 0.690 -4.665  C51 1.129
56 H 0.226 1.323 -6.328  C51 1.125
57 H -0.700 2.534 -3.920  C52 1.113
58 H -1.850 2.404 -5.342  C52 1.058
59 H -1.687 0.523 -3.044  C53 1.080
60 H -3.158 1.209 -3.781  C53 1.120
61 C -3.074 3.261 -0.677  O62 1.444, H63 1.120, H64 1.069, H65 1.080
62 O -2.077 3.658 -1.643  C61 1.444, H66 0.956
63 H -2.926 2.171 -0.464  C61 1.120
64 H -2.990 3.767 0.261  C61 1.069
65 H -4.079 3.357 -1.061  C61 1.080
66 H -1.245 3.674 -1.173  O62 0.956
67 C 0.337 -1.098 4.775  O68 1.503, H69 1.125, H70 1.083, H71 1.105
68 O -0.364 -2.421 4.655  C67 1.503, H72 0.972
69 H -0.292 -0.295 4.301  C67 1.125
70 H 0.485 -0.876 5.825  C67 1.083
71 H 1.275 -1.151 4.192  C67 1.105
72 H 0.416 -2.974 4.832  O68 0.972
73 C 2.517 -2.972 2.459  O74 1.407, H75 1.111, H76 1.091, H77 1.099
74 O 3.341 -2.045 3.122  C73 1.407, H78 0.973
75 H 1.609 -2.470 2.061  C73 1.111
76 H 2.930 -3.564 1.641  C73 1.091
77 H 2.210 -3.722 3.201  C73 1.099
78 H 3.344 -1.278 2.523  O74 0.973
79 C 4.248 -1.512 -1.194  O80 1.431, H81 1.061, H82 1.105, H83 1.068
80 O 3.273 -0.884 -0.354  C79 1.431, H84 0.942
81 H 3.972 -1.326 -2.201  C79 1.061
82 H 5.238 -1.059 -1.006  C79 1.105
83 H 4.260 -2.562 -0.995  C79 1.068
84 H 2.535 -0.962 -0.934  O80 0.942
85 C -1.222 -4.304 1.747  O86 1.425, H87 1.102, H88 1.058, H89 1.130
86 O -1.902 -3.260 2.437  C85 1.425, H90 0.979
87 H -1.077 -5.193 2.381  C85 1.102
88 H -1.722 -4.523 0.840  C85 1.058
89 H -0.186 -4.017 1.395  C85 1.130
90 H -1.360 -2.951 3.191  O86 0.979
91 C 0.948 6.288 -0.202  O92 1.407, H93 1.091, H94 1.111, H95 1.103
92 O 0.873 5.291 0.788  C91 1.407, H96 0.943
93 H 0.066 6.928 -0.248  C91 1.091
94 H 1.734 7.022 0.076  C91 1.111
95 H 1.276 5.818 -1.145  C91 1.103
96 H 0.516 4.548 0.331  O92 0.943